(1)
The following is a DFT calculation (wB97M-V/def2-TZVPD) of a 2-piece molecular cluster, C4H10NO2S overall at a distorted geometry.

Computed properties:
Largest force on an atom, Eh/bohr: 0.02024
Total charge: -1
Frontier orbital gap, eV: 6.692

XYZ file:
```
18
C4H10NO2S wB97M-V/def2-TZVPD
O 0.77 1.04 -2.45
C -0.05 0.85 -1.56
N -0.84 -0.25 -1.56
C -1.70 -0.71 -0.49
C -1.01 -0.95 0.88
S 0.69 -1.55 0.84
C -0.34 1.91 -0.51
H -0.47 -0.98 -2.14
H -2.51 0.00 -0.31
H -2.22 -1.61 -0.80
H -1.20 -0.09 1.54
H -1.58 -1.74 1.36
H -1.26 2.39 -0.82
H 0.49 2.59 -0.48
H -0.42 1.43 0.47
H 2.37 1.23 2.64
H 1.40 0.07 2.61
O 1.43 1.03 2.80
```

(2)
The following is a DFT calculation (wB97M-V/def2-TZVPD) of a 2-piece molecular cluster, C4H9N3S overall at a distorted geometry.

Computed properties:
Largest force on an atom, Eh/bohr: 0.05551
Total charge: 0
Frontier orbital gap, eV: 8.488

XYZ file:
```
17
C4H9N3S wB97M-V/def2-TZVPD
C 1.55 -1.29 1.00
C -0.08 -1.01 -1.46
C 0.17 0.10 -0.47
C 0.90 -0.09 0.77
N 2.08 -2.31 1.03
N 0.72 2.11 1.49
N 1.10 0.89 1.63
S -1.00 3.95 -1.30
H 0.30 -1.88 -0.98
H 0.42 -0.97 -2.38
H -1.17 -1.08 -1.60
H -0.77 0.62 -0.16
H 0.80 0.91 -0.80
H -1.61 4.51 -2.35
H 1.04 2.72 2.20
H 1.49 0.59 2.54
H -0.77 2.90 -2.09
```

(3)
The following is a DFT calculation (wB97M-V/def2-TZVPD) of C5H8O2 as an isolated structure.

Computed properties:
Largest force on an atom, Eh/bohr: 0.01408
Total charge: 0
Frontier orbital gap, eV: 8.885

XYZ file:
```
15
C5H8O2 wB97M-V/def2-TZVPD
C 1.32 -0.91 0.14
C 0.11 -0.03 0.40
C 0.00 1.16 -0.36
C 0.03 0.62 1.65
O -1.24 -1.11 -0.20
C -1.60 -0.64 -1.34
O -1.05 0.28 -1.98
H 1.33 -1.25 -0.90
H 1.31 -1.78 0.80
H 2.23 -0.34 0.34
H 0.85 1.51 -0.95
H -0.80 1.88 -0.20
H 0.78 0.43 2.43
H -0.77 1.30 1.91
H -2.51 -1.12 -1.76
```

(4)
The following is a DFT calculation (wB97M-V/def2-TZVPD) of C24H17BrMoN6O6S2 as an isolated structure.

Computed properties:
Largest force on an atom, Eh/bohr: 0.01572
2S+1: 3
Total charge: +2
Frontier orbital gap (alpha / beta), eV: 6.155 / 5.707

XYZ file:
```
57
C24H17BrMoN6O6S2 wB97M-V/def2-TZVPD
Mo 0.25 0.14 0.43
O -3.15 -1.82 2.22
C -2.14 -1.08 1.88
O -1.22 -1.41 1.14
C -2.08 0.27 2.51
C -3.00 0.83 3.38
C -2.72 2.09 3.90
C -1.53 2.73 3.56
C -0.67 2.09 2.68
N -0.95 0.88 2.16
C 0.68 2.54 2.21
O 1.23 3.65 2.60
O 1.29 1.78 1.45
H -3.14 -2.67 1.74
H -3.90 0.30 3.63
H -3.41 2.57 4.57
H -1.30 3.70 3.98
H 0.68 4.19 3.18
Br -4.52 -0.15 -0.86
C -3.37 -1.21 -1.95
C -3.89 -1.86 -3.06
C -3.02 -2.65 -3.79
C -1.69 -2.76 -3.39
C -1.29 -2.03 -2.28
N -2.12 -1.27 -1.56
C 0.16 -2.07 -1.86
O 0.97 -2.85 -2.25
O 0.48 -1.18 -0.90
H -4.93 -1.76 -3.33
H -3.38 -3.18 -4.66
H -0.98 -3.37 -3.93
S -1.22 1.84 -0.68
C 0.31 2.13 -1.44
N 1.24 1.30 -1.04
C 2.49 1.54 -1.62
C 3.66 0.83 -1.42
C 4.78 1.23 -2.12
C 4.73 2.31 -3.01
C 3.56 3.02 -3.22
C 2.43 2.62 -2.50
S 0.82 3.31 -2.57
H 3.70 -0.01 -0.74
H 5.71 0.70 -2.00
H 5.62 2.60 -3.56
H 3.52 3.84 -3.91
N 2.76 -1.80 5.00
C 2.65 -1.88 3.66
C 1.77 -1.05 2.94
N 1.68 -1.15 1.61
C 2.43 -2.06 0.98
C 3.29 -2.87 1.73
N 3.40 -2.79 3.04
H 2.27 -1.13 5.56
H 3.43 -2.41 5.45
H 1.17 -0.30 3.43
H 2.34 -2.16 -0.09
H 3.90 -3.61 1.22
```